Below is a 8-piece molecular cluster, C21H53N15O13 overall, with properties calculated with ωB97M-V/def2-TZVPD.

Each line ends with the Mulliken charge.
Atoms and positions in Å:
C 8.79460 -2.67017 -0.26340  -0.998
C 8.31266 -1.92577 -1.26310  -0.130
C 6.93446 -2.12626 -1.80050  0.559
O 6.63836 -2.97561 -2.61894  -0.587
O 6.07413 -1.26191 -1.26620  -0.185
C 4.70337 -1.39525 -1.70260  -0.694
C 3.91769 -0.17115 -1.25004  -0.587
C 3.05089 -0.42530 -0.00525  -0.798
C 1.77045 0.42761 0.04145  -1.079
C 0.54993 -0.33870 0.60354  -1.094
C -0.66858 -0.35961 -0.31255  -1.011
N -0.70374 -1.46597 -1.26720  0.822
O -1.78395 -1.15020 -2.14257  -0.410
C -2.21504 -2.28236 -2.89132  -0.368
C -3.70490 -2.53712 -2.66573  -0.579
O -3.92174 -3.55577 -1.70619  -0.473
C -3.74376 -3.13421 -0.35655  0.765
C -3.02157 -4.24081 0.42055  -1.241
C 0.49601 -1.53572 -2.07874  0.282
O 0.82492 -0.76688 -2.93852  -0.532
O 1.23981 -2.60518 -1.75180  -0.428
H 8.37916 -3.63813 -0.01045  0.342
H 9.63495 -2.32012 0.32070  0.363
H 8.93191 -1.16563 -1.72393  0.361
H 4.65593 -1.48156 -2.78494  0.384
H 4.29792 -2.31758 -1.29185  0.338
H 3.26187 0.11756 -2.06940  0.422
H 4.61193 0.64819 -1.06939  0.391
H 3.61909 -0.24249 0.90881  0.490
H 2.79670 -1.48350 -0.00257  0.354
H 1.93079 1.34213 0.60466  0.593
H 1.52255 0.70465 -0.98296  0.482
H 0.79083 -1.36315 0.89197  0.372
H 0.21717 0.16312 1.51039  0.581
H -0.79578 0.60622 -0.80870  0.352
H -1.55088 -0.48636 0.31640  0.434
H -2.03988 -2.06875 -3.94739  0.378
H -1.68989 -3.19096 -2.60296  0.250
H -4.13270 -2.92396 -3.58812  0.412
H -4.17982 -1.60081 -2.36445  0.227
H -3.18443 -2.20123 -0.30169  -0.286
H -4.71188 -2.96530 0.12176  0.152
H -3.60301 -4.58482 1.27037  0.345
H -2.88383 -5.08213 -0.25627  0.326
H -2.03296 -3.92357 0.74745  0.235
H 0.68848 -3.16250 -1.18521  0.380
C 8.82858 -6.70642 -3.86560  0.550
O 8.96846 -7.73616 -4.50303  -0.657
N 9.88134 -6.07195 -3.25826  -0.324
N 7.61967 -6.09517 -3.70005  -0.296
H 9.78707 -5.22303 -2.73368  0.174
H 10.78612 -6.49007 -3.35698  0.193
H 6.82481 -6.52400 -4.13302  0.169
H 7.49142 -5.24083 -3.18461  0.206
C -2.25360 3.09353 1.23162  0.624
O -1.55289 2.33949 1.88894  -0.645
N -2.40586 4.41324 1.51828  -0.263
N -2.95362 2.65642 0.13138  -0.244
H -2.98430 5.03021 0.97303  0.112
H -1.91146 4.78695 2.31379  0.204
H -2.86345 1.68979 -0.11812  0.147
H -3.53018 3.25788 -0.42621  0.157
C -7.79316 -2.15914 1.49535  0.696
O -7.23335 -3.05776 2.10015  -0.661
N -7.65060 -0.84418 1.83332  -0.342
N -8.61096 -2.39652 0.42134  -0.381
H -8.09654 -0.08581 1.34384  0.156
H -7.06041 -0.63566 2.61571  0.185
H -8.73708 -3.35095 0.14380  0.209
H -9.07875 -1.67092 -0.08672  0.158
C -0.36307 7.49702 3.02886  0.651
O -0.76976 6.34741 3.07357  -0.688
N -0.86684 8.48251 3.83022  -0.395
N 0.62809 7.88236 2.17395  -0.391
H -0.54714 9.43139 3.80922  0.163
H -1.59422 8.22623 4.46988  0.212
H 1.01440 7.17766 1.57444  0.219
H 0.97967 8.81842 2.11783  0.165
C 9.06171 -2.61838 3.63610  0.640
O 9.96149 -2.65061 2.81498  -0.613
N 9.24917 -2.98028 4.94182  -0.409
N 7.79354 -2.21780 3.31431  -0.303
H 8.52408 -2.96181 5.63230  0.157
H 10.16859 -3.27883 5.20589  0.220
H 7.62546 -1.94513 2.36328  0.170
H 7.03889 -2.18360 3.97192  0.159
C -7.87476 2.24665 -0.84147  0.651
O -8.26627 2.14768 0.31084  -0.674
N -6.56332 2.07163 -1.18145  -0.285
N -8.71780 2.53923 -1.87657  -0.397
H -6.21793 2.14749 -2.11882  0.151
H -5.92309 1.85550 -0.43976  0.153
H -9.68564 2.67538 -1.65451  0.225
H -8.41793 2.62673 -2.82834  0.161
C -5.85975 6.82675 1.07678  0.704
O -5.00142 6.76904 0.21009  -0.651
N -5.63842 6.39377 2.35250  -0.356
N -7.10797 7.32787 0.83325  -0.425
H -6.32485 6.42639 3.08112  0.170
H -4.72811 6.02286 2.55576  0.202
H -7.29794 7.65185 -0.09573  0.215
H -7.82828 7.38275 1.52691  0.160

Output
lowest unoccupied orbital energy = 0.15 eV
SMILES string = C=CC(=O)OCCCCCCN(OCCOCC)C(=O)O.NC(N)=O.NC(N)=O.NC(N)=O.NC(N)=O.NC(N)=O.NC(N)=O.NC(N)=O
HOMO-LUMO gap = 9.4 eV